1.
This record from the Open Molecules 2025 dataset describes a 7-piece molecular cluster, C6H27NO7 overall in a non-equilibrium geometry. The level of theory is the ωB97M-V functional and the def2-TZVPD basis.

```
41
C6H27NO7 (the ωB97M-V functional and the def2-TZVPD basis)
C -0.1690 1.0054 2.9475
C 0.6550 -0.2070 2.3876
N 0.5936 -0.1856 0.9289
C 1.9318 -0.0355 0.3236
C 2.7778 1.0535 1.0335
C -0.4173 -0.9873 0.2050
C -0.8752 -2.3263 0.9140
O -2.2082 -2.5099 0.4480
H 0.5987 1.6564 3.4246
H -0.7234 1.5257 2.1807
H -0.8726 0.7371 3.7275
H 1.6399 -0.1636 2.8356
H 0.1879 -1.0964 2.8377
H 1.9207 0.1176 -0.7460
H 2.5090 -0.9239 0.6747
H 2.1142 1.8948 1.2992
H 3.6366 1.2716 0.3979
H 3.1182 0.7702 2.0202
H -1.2846 -0.3221 0.1272
H -0.0015 -1.1503 -0.7827
H -0.6995 -2.2631 1.9755
H -0.2808 -3.1637 0.5061
H -2.8924 -2.6765 1.1003
O -0.8998 1.2140 -1.7600
H -0.0898 1.4510 -1.3011
H -1.5127 0.8201 -1.1617
O 1.6499 2.8338 -1.3966
H 2.4613 2.3286 -1.5114
H 1.7110 3.3993 -2.1783
O -4.1786 -0.9742 -0.8786
H -3.2951 -1.2723 -0.5754
H -4.3055 -1.6668 -1.5275
O -1.4292 -1.3610 -2.8210
H -1.4344 -0.4233 -3.0816
H -2.3195 -1.4497 -3.1895
O 1.3270 -2.0104 -3.9752
H 1.9015 -2.6412 -3.5203
H 0.6678 -2.0112 -3.2501
O -0.8671 3.3685 0.3680
H -0.3504 2.6833 -0.0721
H -0.2957 3.6903 1.0656
```

Results
- DFT total energy: -826.143795 a.u.
- Multiplicity: 1
- ΔE to the lowest compared entry with this formula, charge and spin: 72.2 kcal per mole
- SMILES string: CCN(CC)CCO.O.O.O.O.O.O
- Maximum force: 0.0597 hartree/bohr


2.
This record from the Open Molecules 2025 dataset describes C3H3EuLiO2 as an isolated structure in a non-equilibrium geometry. The level of theory is the ωB97M-V functional and the def2-TZVPD basis.

```
10
C3H3EuLiO2 (the ωB97M-V functional and the def2-TZVPD basis)
O -0.1669 1.1467 1.8740
Li 1.5206 1.5828 1.3385
C -2.7231 0.6060 4.0287
C -1.3843 1.0090 4.1912
O -3.2598 1.7569 4.6210
C -1.9197 2.2791 4.8146
H -0.5320 0.3981 4.4994
H -1.7742 3.2051 4.2381
H -1.7036 2.4493 5.8790
Eu -1.6959 0.5514 0.3190
```

Results
- DFT total energy: -984.011666 a.u.
- Multiplicity: 9
- ΔE to the lowest compared entry with this formula, charge and spin: 0.0 kcal per mole
- Charge: +1
- Maximum force: 0.0619 hartree/bohr


3.
This record from the Open Molecules 2025 dataset describes an isolated molecule of C20H25N3O4S in a non-equilibrium geometry. The level of theory is the ωB97M-V functional and the def2-TZVPD basis.

```
53
C20H25N3O4S (the ωB97M-V functional and the def2-TZVPD basis)
C -2.2512 -4.1038 -1.4703
C -2.3825 -2.6348 -1.0785
O -1.7623 -2.3448 0.1614
C -0.4335 -2.1041 0.2094
C 0.0618 -1.7290 1.4648
C 1.3902 -1.3941 1.6174
C 2.2393 -1.4419 0.5244
S 3.9017 -0.7933 0.6616
O 4.3002 -0.8423 2.0383
O 4.7300 -1.4163 -0.3291
N 3.8271 0.8252 0.2593
C 3.6878 1.1904 -1.1274
C 2.2280 1.3290 -1.5597
C 1.4243 2.2309 -0.6200
C -0.0667 2.0313 -0.8935
O -0.5183 1.0772 -1.4900
N -0.8619 2.9965 -0.3752
C -2.3027 2.8382 -0.3873
C -2.7596 1.6481 0.4201
C -3.8409 0.8770 0.0122
C -4.2303 -0.2037 0.7840
C -3.5079 -0.4870 1.9328
N -2.4779 0.2375 2.3315
C -2.1202 1.2741 1.5970
C 1.6592 1.8517 0.8528
C 3.1513 1.7107 1.1685
C 1.7789 -1.8701 -0.7034
C 0.4457 -2.2032 -0.8688
H -2.6757 -4.7310 -0.6903
H -2.7867 -4.2838 -2.3985
H -1.2096 -4.3845 -1.6035
H -1.9936 -1.9732 -1.8606
H -3.4363 -2.3913 -0.9160
H -0.6288 -1.6724 2.2909
H 1.7874 -1.0910 2.5736
H 4.2151 2.1407 -1.2765
H 4.1931 0.4174 -1.7065
H 2.1867 1.7326 -2.5730
H 1.7470 0.3511 -1.5724
H 1.6982 3.2799 -0.7772
H -0.4609 3.7272 0.1880
H -2.6258 2.7039 -1.4250
H -2.7522 3.7546 0.0040
H -4.3671 1.1218 -0.8999
H -5.0722 -0.8154 0.4979
H -3.7620 -1.3278 2.5636
H -1.2720 1.8331 1.9720
H 1.1544 0.9057 1.0535
H 1.2322 2.6116 1.5115
H 3.6380 2.6920 1.1086
H 3.2993 1.3069 2.1706
H 2.4758 -1.9446 -1.5240
H 0.1057 -2.5127 -1.8431
```

Results
- DFT total energy: -1640.546541 a.u.
- Multiplicity: 1
- ΔE to the lowest compared entry with this formula, charge and spin: 58.1 kcal per mole
- SMILES string: CCOc1ccc(S(=O)(=O)N2CCC(C(=O)NCc3cccnc3)CC2)cc1
- Maximum force: 0.0202 hartree/bohr


4.
This record from the Open Molecules 2025 dataset describes C26H32ClFGaN2O2 as an isolated structure in a non-equilibrium geometry. The level of theory is the ωB97M-V functional and the def2-TZVPD basis.

```
65
C26H32ClFGaN2O2 (the ωB97M-V functional and the def2-TZVPD basis)
Ga 0.3138 -0.2770 -0.0872
Cl -0.8327 1.7043 -0.3227
N -0.8114 -0.1870 1.9057
N 1.2668 0.5195 -1.9093
C -1.5177 -1.2486 2.2201
C 0.8262 -0.0937 -2.9793
C -1.1794 0.8673 2.8921
C -1.6214 0.0084 4.0663
C -2.3944 1.6564 2.4362
C -0.0280 1.8045 3.1909
H -3.2674 0.9967 2.3323
H -2.1884 2.1348 1.4745
H -2.6081 2.4204 3.1939
H 0.8564 1.2388 3.4927
H -0.3276 2.4633 4.0158
H 0.2026 2.4224 2.3170
C 2.0477 1.7221 -2.3106
C 1.9524 1.6576 -3.8293
C 3.4652 1.6224 -1.7763
C 1.4350 3.0160 -1.8300
H 0.3813 3.0622 -2.1164
H 1.9782 3.8403 -2.3128
H 1.5173 3.1288 -0.7454
H 3.9716 0.7471 -2.1974
H 3.4722 1.5657 -0.6805
H 4.0112 2.5252 -2.0743
O 1.1173 0.4920 -4.1301
H 2.9222 1.5123 -4.3199
H 1.4557 2.5309 -4.2679
O -2.0799 -1.2343 3.4269
H -2.4599 0.4034 4.6502
H -0.7893 -0.2405 4.7372
C -1.8009 -2.4160 1.3380
C 0.0567 -1.3786 -3.0060
C -1.2105 -1.3507 -2.1873
H 0.7420 -2.1661 -2.6347
H -0.1373 -1.6142 -4.0574
C -1.1419 -1.3410 -0.7953
C -2.1437 -1.9004 -0.0242
H 2.2717 0.0019 -0.0379
C -3.4429 -1.8717 -0.5718
C -3.5990 -1.5802 -1.9303
C -4.6233 -2.1351 0.3077
C -2.4982 -1.3422 -2.7571
H -4.6058 -1.5540 -2.3585
C -2.6687 -1.1025 -4.2258
H -3.7372 -0.9768 -4.4468
H -2.2851 -1.9533 -4.8120
H -2.1303 -0.1974 -4.5534
H -4.5784 -3.1413 0.7514
H -5.5394 -2.0445 -0.2910
H -4.6789 -1.4081 1.1363
H -2.6022 -3.0083 1.7841
H -0.8942 -3.0457 1.3269
F 5.7498 -0.7231 3.4648
C 4.5752 -0.5944 2.7671
C 4.0415 0.6855 2.6010
C 2.9069 0.8257 1.7919
C 2.4443 -0.2710 1.0331
C 2.8508 -1.5760 1.4239
C 3.9638 -1.7418 2.2640
H 4.4909 1.5501 3.0792
H 2.4048 1.7874 1.6541
H 2.3463 -2.4700 1.0390
H 4.3857 -2.7276 2.4645
```

Results
- DFT total energy: -3754.713485 a.u.
- Multiplicity: 1
- ΔE to the lowest compared entry with this formula, charge and spin: 41.0 kcal per mole
- Charge: -1
- Maximum force: 0.0821 hartree/bohr


5.
This record from the Open Molecules 2025 dataset describes C6H12O as an isolated structure. The level of theory is the ωB97M-V functional and the def2-TZVPD basis.

```
19
C6H12O (the ωB97M-V functional and the def2-TZVPD basis)
C 2.5691 -0.1044 0.6471
C 1.8679 -0.3565 -0.6858
C 0.5000 0.2929 -0.7276
C -0.6175 -0.2324 -1.5661
C -0.5960 -0.5279 -0.0737
C -2.8151 0.0899 1.0955
O -1.6819 0.7870 0.5561
H 3.5097 -0.6605 0.7232
H 1.9178 -0.4187 1.4709
H 2.7977 0.9602 0.7815
H 1.7431 -1.4373 -0.8293
H 2.4834 0.0004 -1.5229
H 0.5053 1.3761 -0.5942
H -0.4681 -1.0981 -2.2104
H -1.3118 0.5010 -1.9696
H -3.3351 -0.3445 0.2430
H -3.4649 0.7982 1.6165
H -2.4712 -0.7130 1.7506
H -1.1324 1.0877 1.2953
```

Results
- DFT total energy: -310.877205 a.u.
- Multiplicity: 1
- ΔE to the lowest compared entry with this formula, charge and spin: 114.2 kcal per mole
- Maximum force: 0.0060 hartree/bohr